[1]
A cluster of 2 separate species, C2H4BrFO in total at a distorted geometry. Source: OMol25; level of theory: ωB97M-V/def2-TZVPD.

Last column: Löwdin charge in e.
CARTESIAN COORDINATES (ANGSTROEM)
C (0.8503, -0.7746, 0.6804)  0.07
C (-0.0315, 0.1767, 0.7804)  -0.54
O (-0.0154, 1.4147, 0.2702)  0.07
F (-1.2229, -0.1199, 1.3051)  0.08
H (0.5058, -1.6318, 1.0265)  0.02
H (1.9385, -0.7071, 0.3167)  0.12
H (-0.8266, 1.9532, 0.5320)  0.16
Br (-0.5660, -0.5104, -2.9953)  0.46
H (-0.6322, 0.1992, -1.9160)  -0.45

Values from the calculation:
LUMO ... 0.523 eV
HOMO ... -9.54 eV
Energy ... -76944.892 eV
Multiplicity ... 1
Frontier orbital gap ... 10.0617 eV
Strongest force on any atom ... 0.1028 hartree/bohr
Energy above the lowest of the compared OMol25 structures with the same formula, charge and spin ... 37.8 kcal/mol
SMILES string ... C=C(O)F.Br


[2]
A structure of composition C3H4NOS2 at a distorted geometry. Source: OMol25; level of theory: ωB97M-V/def2-TZVPD.

Last column: Löwdin charge in e.
CARTESIAN COORDINATES (ANGSTROEM)
C (-1.2923, 0.0103, -0.7141)  -0.73
C (-0.1272, -0.9172, -0.3202)  -0.54
C (0.4934, 1.2148, 0.6605)  -0.41
N (1.0137, -0.0281, 0.0439)  0.03
O (-2.0068, -0.0615, -1.6568)  0.12
S (-1.1468, 1.3405, 0.7453)  1.13
S (-1.3178, -1.4188, 0.9948)  0.78
H (0.2684, -1.7067, -0.9750)  0.15
H (1.2337, 1.6909, 1.2682)  0.10
H (1.5210, -0.5099, 0.7516)  0.18
H (1.3606, 0.3857, -0.7983)  0.18

Values from the calculation:
Total charge ... +1
LUMO (alpha / beta) ... -6.175 / -6.881 eV
HOMO (alpha / beta) ... -13.86 / -13.40 eV
Energy ... -28372.528 eV
Multiplicity ... 1
Frontier orbital gap (alpha / beta) ... 7.6823 / 6.5151 eV
Strongest force on any atom ... 0.0615 hartree/bohr
Energy above the lowest of the compared OMol25 structures with the same formula, charge and spin ... 67.0 kcal/mol


[3]
A structure of composition C18H38CrNO2PS2Si3 at a distorted geometry. Source: OMol25; level of theory: ωB97M-V/def2-TZVPD.

Last column: Löwdin spin population.
CARTESIAN COORDINATES (ANGSTROEM)
Cr (-0.0408, 0.2738, -0.2257)  0.86
C (-2.1621, 2.0661, 4.6023)  0.00
C (-2.4895, 2.6514, 3.2424)  0.00
O (-1.3431, 2.5303, 2.4014)  0.01
P (-1.5067, 1.8007, 0.9310)  0.04
S (-0.0678, 2.5699, -0.7807)  0.01
S (-2.4614, 0.0256, 1.1130)  0.04
O (-2.8073, 2.6624, 0.3723)  0.00
C (-2.7821, 4.0618, 0.1053)  0.00
C (-3.0541, 4.3545, -1.3612)  0.00
H (-3.0359, 2.1093, 5.2556)  0.00
H (-1.3402, 2.6181, 5.0609)  0.00
H (-1.8594, 1.0256, 4.4815)  0.00
H (-2.7421, 3.7139, 3.3192)  0.00
H (-3.3361, 2.1238, 2.7989)  0.00
H (-1.8282, 4.4955, 0.4166)  0.00
H (-3.5780, 4.5050, 0.7137)  0.00
H (-2.2552, 3.9386, -1.9684)  0.00
H (-3.1085, 5.4344, -1.5216)  0.00
H (-4.0020, 3.9034, -1.6615)  0.00
C (2.8552, 1.8326, 1.2619)  0.00
Si (2.9559, 0.1481, 0.3879)  0.01
C (4.6662, -0.4796, 0.9640)  0.00
C (3.1297, 0.5258, -1.4718)  0.00
C (1.5563, -1.0648, 0.6926)  0.02
Si (1.3624, -1.5592, 2.4760)  0.00
C (2.6933, -2.8281, 2.9958)  0.00
C (-0.2918, -2.3662, 2.9257)  0.00
C (1.5531, -0.1190, 3.6976)  0.00
Si (1.5881, -2.4901, -0.4798)  0.00
C (0.5303, -3.9954, -0.0034)  0.00
C (3.2685, -3.2264, -0.9853)  0.00
C (0.7170, -1.8930, -2.0682)  0.00
C (0.6656, -2.5641, -3.2801)  0.00
C (-0.1402, -2.1082, -4.3114)  -0.01
C (-0.9150, -0.9784, -4.0755)  0.00
C (-0.8077, -0.3355, -2.8629)  0.00
N (0.0012, -0.7615, -1.8721)  0.01
H (3.6623, 2.4780, 0.9021)  0.00
H (2.9645, 1.7429, 2.3441)  0.00
H (1.9140, 2.3392, 1.0576)  0.00
H (5.4581, 0.2130, 0.6662)  0.00
H (4.9051, -1.4654, 0.5569)  0.00
H (4.6850, -0.5563, 2.0547)  0.00
H (3.9464, 1.2274, -1.6559)  0.00
H (2.2120, 0.9807, -1.8512)  0.00
H (3.3215, -0.3805, -2.0542)  0.00
H (2.6142, -3.7454, 2.4041)  0.00
H (2.5981, -3.1030, 4.0498)  0.00
H (3.6980, -2.4256, 2.8428)  0.00
H (-0.4370, -3.3231, 2.4193)  0.00
H (-1.1217, -1.7160, 2.6476)  0.00
H (-0.3463, -2.5482, 4.0031)  0.00
H (2.5814, 0.2482, 3.7303)  0.00
H (1.2851, -0.4437, 4.7064)  0.00
H (0.9009, 0.7158, 3.4266)  0.00
H (0.9106, -4.4797, 0.8988)  0.00
H (0.5295, -4.7366, -0.8072)  0.00
H (-0.5043, -3.6998, 0.1821)  0.00
H (3.7632, -3.6380, -0.1017)  0.00
H (3.9305, -2.4702, -1.4119)  0.00
H (3.1639, -4.0342, -1.7150)  0.00
H (1.2675, -3.4554, -3.4138)  0.00
H (-0.1707, -2.6112, -5.2691)  0.00
H (-1.5899, -0.5938, -4.8278)  0.00
H (-1.3706, 0.5670, -2.6563)  0.00

Values from the calculation:
Total charge ... -1
LUMO (alpha / beta) ... 2.550 / 2.553 eV
HOMO (alpha / beta) ... -3.20 / -3.28 eV
Energy ... -107886.080 eV
Multiplicity ... 2
⟨S²⟩ ... 0.7881
Frontier orbital gap (alpha / beta) ... 5.7497 / 5.8358 eV
Strongest force on any atom ... 0.0647 hartree/bohr
Energy above the lowest of the compared OMol25 structures with the same formula, charge and spin ... 34.4 kcal/mol


[4]
A cluster of 2 separate species, C4H12 in total. Source: OMol25; level of theory: ωB97M-V/def2-TZVPD.

Last column: Löwdin charge in e.
CARTESIAN COORDINATES (ANGSTROEM)
C (-0.2531, 1.6692, -1.5320)  -0.17
C (-1.4517, 1.8433, -0.6031)  -0.17
H (0.6409, 1.5467, -0.9146)  0.05
H (-0.3528, 0.7865, -2.1629)  0.06
H (-0.0565, 2.5100, -2.1952)  0.06
H (-1.5592, 0.9737, 0.0484)  0.05
H (-1.4224, 2.7360, 0.0154)  0.06
H (-2.3837, 1.8608, -1.1766)  0.06
C (1.2763, -1.1777, 1.3197)  -0.17
C (0.4180, -2.3343, 0.8251)  -0.17
H (0.8654, -0.6024, 2.1495)  0.06
H (2.2955, -1.4815, 1.5627)  0.06
H (1.4053, -0.4607, 0.5031)  0.04
H (-0.6525, -2.1188, 0.8099)  0.06
H (0.4855, -3.2338, 1.4365)  0.06
H (0.7453, -2.5403, -0.1925)  0.06

Values from the calculation:
LUMO ... 1.134 eV
HOMO ... -11.70 eV
Energy ... -4342.419 eV
Multiplicity ... 1
Frontier orbital gap ... 12.8377 eV
Strongest force on any atom ... 0.0169 hartree/bohr
Energy above the lowest of the compared OMol25 structures with the same formula, charge and spin ... 2.5 kcal/mol
SMILES string ... CC.CC


[5]
A structure of composition C4H5O4V at a distorted geometry. Source: OMol25; level of theory: ωB97M-V/def2-TZVPD.

Last column: Löwdin spin population.
CARTESIAN COORDINATES (ANGSTROEM)
O (1.8372, -0.5005, -0.4304)  0.01
C (2.2612, 2.4486, 0.0666)  0.05
O (2.9438, 3.0925, 0.6928)  0.03
O (-0.6956, 1.5288, 0.5191)  0.02
C (-1.5571, 0.6748, 0.6802)  0.03
C (-1.4528, -0.6714, 0.0335)  0.01
O (-0.3983, -0.6885, -0.8893)  0.02
C (0.8530, -1.4143, -0.5514)  0.01
V (0.7142, 1.0627, -0.8499)  2.81
H (-2.4128, 0.8617, 1.3497)  0.00
H (-2.4122, -0.8910, -0.4639)  0.00
H (-1.3372, -1.4245, 0.8317)  0.00
H (1.0056, -2.1257, -1.3812)  0.00
H (0.6511, -1.9534, 0.3925)  0.00

Values from the calculation:
Total charge ... +1
LUMO (alpha / beta) ... -4.694 / -4.730 eV
HOMO (alpha / beta) ... -13.02 / -14.03 eV
Energy ... -38098.925 eV
Multiplicity ... 4
⟨S²⟩ ... 3.7584
Frontier orbital gap (alpha / beta) ... 8.3253 / 9.3022 eV
Strongest force on any atom ... 0.0401 hartree/bohr
Energy above the lowest of the compared OMol25 structures with the same formula, charge and spin ... 0.0 kcal/mol


[6]
The molecule C14H18N4O5S at a distorted geometry. Source: OMol25; level of theory: ωB97M-V/def2-TZVPD.

Last column: Löwdin charge in e.
CARTESIAN COORDINATES (ANGSTROEM)
C (2.1607, -3.6660, -4.3332)  0.03
C (2.1918, -2.2938, -3.7216)  -0.54
O (2.1429, -1.2531, -4.3171)  0.12
O (2.2668, -2.3660, -2.3809)  -0.03
C (2.2775, -1.1217, -1.6826)  -0.14
C (2.3747, -1.3957, -0.1779)  -0.12
N (1.1224, -1.7881, 0.4244)  -0.10
C (0.7831, -3.1808, 0.2700)  -0.03
C (0.2997, -0.8989, 1.0296)  -0.13
C (0.3715, 0.4774, 0.6564)  -0.03
C (-0.5089, 1.4494, 1.0589)  -0.45
S (-0.2008, 3.0834, 0.5345)  1.03
C (-1.7204, 4.0497, 0.9422)  -0.67
C (-1.3243, 5.5167, 0.9293)  -0.14
C (-2.8099, 3.7377, -0.0670)  -0.13
C (-1.5868, 1.0358, 1.8847)  -0.21
N (-2.6033, 1.6713, 2.4223)  0.12
O (-3.2712, 0.7719, 3.1428)  -0.03
N (-2.7215, -0.4415, 3.0959)  0.14
C (-1.6650, -0.3423, 2.3177)  -0.15
C (-0.6870, -1.2954, 1.9545)  -0.06
N (-0.6585, -2.5083, 2.6838)  -0.36
O (0.4390, -3.0142, 2.8892)  0.04
O (-1.7028, -2.9544, 3.1146)  0.09
H (2.5141, -3.6156, -5.3584)  0.09
H (2.7654, -4.3532, -3.7494)  0.09
H (1.1322, -4.0231, -4.3357)  0.09
H (3.1392, -0.5359, -2.0211)  0.14
H (1.3667, -0.5675, -1.9338)  0.14
H (2.7664, -0.5115, 0.3261)  0.13
H (3.0854, -2.2129, -0.0265)  0.14
H (1.1925, -3.7890, 1.0837)  0.09
H (1.1858, -3.5277, -0.6799)  0.09
H (-0.3003, -3.3058, 0.2602)  0.11
H (1.1550, 0.7914, -0.0127)  0.09
H (-2.0223, 3.7359, 1.9416)  0.08
H (-0.9801, 5.8115, -0.0600)  0.08
H (-0.5279, 5.7090, 1.6443)  0.07
H (-2.1841, 6.1275, 1.1944)  0.08
H (-3.6991, 4.3180, 0.1686)  0.08
H (-2.4831, 3.9914, -1.0735)  0.08
H (-3.0757, 2.6842, -0.0382)  0.06

Values from the calculation:
LUMO ... -0.995 eV
HOMO ... -8.52 eV
Energy ... -41837.898 eV
Multiplicity ... 1
Frontier orbital gap ... 7.5279 eV
Strongest force on any atom ... 0.0324 hartree/bohr
Energy above the lowest of the compared OMol25 structures with the same formula, charge and spin ... 0.0 kcal/mol
SMILES string ... CC(=O)OCCN(C)c1cc(SC(C)C)c2nonc2c1[N+](=O)[O-]


[7]
A structure of composition Cl2F3Zn at a distorted geometry. Source: OMol25; level of theory: ωB97M-V/def2-TZVPD.

Last column: Löwdin spin population.
CARTESIAN COORDINATES (ANGSTROEM)
Zn (-0.1586, -0.0030, 0.0175)  0.00
F (-1.9560, -0.9904, -0.4105)  0.04
F (0.5390, -1.1374, -1.7268)  0.46
F (1.3244, -1.0320, 1.1425)  0.02
Cl (-1.5214, 1.4145, 1.5179)  0.02
Cl (1.7726, 1.7483, -0.5407)  0.46

Values from the calculation:
Total charge ... -2
LUMO (alpha / beta) ... 6.235 / 2.573 eV
HOMO (alpha / beta) ... -1.92 / -1.75 eV
Energy ... -81616.235 eV
Multiplicity ... 2
⟨S²⟩ ... 0.7626
Frontier orbital gap (alpha / beta) ... 8.1569 / 4.3188 eV
Strongest force on any atom ... 0.0391 hartree/bohr


[8]
A cluster of 2 separate species, C4H8OS2 in total at a distorted geometry. Source: OMol25; level of theory: ωB97M-V/def2-TZVPD.

Last column: Löwdin charge in e.
CARTESIAN COORDINATES (ANGSTROEM)
C (2.3308, -0.5489, 0.6029)  -0.05
C (-2.1544, 0.0780, -0.2019)  -0.08
C (-0.7391, -0.4148, 0.2334)  -0.38
C (0.3064, 0.4823, -0.1750)  -1.15
O (2.8099, 0.1602, 1.4102)  -0.01
S (0.6503, 0.6830, -1.8991)  0.71
S (0.5375, 1.9369, 0.7349)  0.72
H (2.5977, -1.4638, 0.1743)  0.07
H (-2.1446, 0.5171, -1.1793)  0.06
H (-2.6010, 0.6171, 0.5108)  0.03
H (-2.7965, -0.7506, -0.4227)  0.07
H (-0.5783, -1.3652, -0.3921)  0.11
H (-0.6180, -0.7278, 1.2743)  0.11
H (0.6689, -0.7001, -2.0069)  -0.09
H (1.7306, 1.4968, 1.3361)  -0.10

Values from the calculation:
LUMO (alpha / beta) ... 0.336 / 0.338 eV
HOMO (alpha / beta) ... -7.81 / -7.81 eV
Energy ... -27991.920 eV
Multiplicity ... 1
Frontier orbital gap (alpha / beta) ... 8.1486 / 8.1465 eV
Strongest force on any atom ... 0.0990 hartree/bohr
Energy above the lowest of the compared OMol25 structures with the same formula, charge and spin ... 87.2 kcal/mol